## one
Density functional theory data (ωB97M-V/def2-TZVPD) for 3 unconnected molecules or ions with the total composition C3H10OS2.

gap between HOMO and LUMO = 0.17666 Ha
E_HOMO = -8.9 eV

The geometry in XYZ format:
```
16
Properties=species:S:1:pos:R:3:nbo_charge:R:1
C -0.522 1.476 -1.144 -0.621
C -1.210 0.996 0.127 -0.612
S -2.009 -0.566 -0.096 0.063
S 1.894 0.326 0.305 0.098
C 1.482 -1.261 -0.373 -0.821
H 0.176 2.289 -0.963 0.221
H 0.031 0.624 -1.537 0.210
H -1.259 1.753 -1.896 0.215
H -1.968 1.701 0.485 0.276
H -0.471 0.896 0.953 0.248
H 1.789 -2.041 0.323 0.256
H 1.979 -1.448 -1.326 0.242
H 0.384 -1.326 -0.561 0.252
H 0.560 -0.749 1.872 0.456
H -0.802 -1.265 1.615 0.455
O -0.054 -1.406 2.215 -0.940
```

=====

## two
Density functional theory data (ωB97M-V/def2-TZVPD) for 2 unconnected molecules or ions with the total composition C3H10OS2.

gap between HOMO and LUMO = 0.31853 Ha
E_HOMO = -7.9 eV
structure (SMILES) = CCO.CSS

The geometry in XYZ format:
```
16
Properties=species:S:1:pos:R:3:nbo_charge:R:1
C -1.379 -1.629 1.623 -0.648
C 0.068 -0.989 1.890 -0.057
O 0.005 0.432 1.454 -0.753
H -1.731 -1.543 0.611 0.209
H -1.492 -2.590 2.110 0.220
H -1.954 -0.875 2.157 0.211
H 0.887 -1.541 1.310 0.160
H 0.448 -1.068 3.010 0.187
H -0.773 0.604 0.801 0.473
C 1.276 0.318 -1.973 -0.728
S 0.242 1.546 -2.905 0.044
S 0.534 3.268 -1.894 -0.162
H 0.897 -0.605 -2.498 0.230
H 1.113 0.304 -0.903 0.245
H 2.313 0.357 -2.354 0.225
H -0.455 4.012 -2.438 0.146
```

=====

Which structure is most stable? two, by 0.0939 hartree over the runner-up.

=====

## one
Density functional theory data (ωB97M-V/def2-TZVPD) for 2 unconnected molecules or ions with the total composition C3H10OS2.

gap between HOMO and LUMO = 0.35207 Ha
E_HOMO = -9.1 eV
structure (SMILES) = CCCSS.O

The geometry in XYZ format:
```
16
Properties=species:S:1:pos:R:3:nbo_charge:R:1
C 2.282 -1.856 0.605 -0.600
C 1.113 -1.549 -0.309 -0.418
C -0.101 -0.814 0.240 -0.534
S -1.336 -0.603 -1.091 0.100
S -2.276 0.981 -0.250 -0.145
H 3.114 -2.309 0.054 0.221
H 2.508 -0.849 0.988 0.196
H 2.024 -2.451 1.483 0.205
H 0.967 -2.526 -0.795 0.201
H 1.447 -0.982 -1.197 0.201
H 0.314 0.105 0.675 0.227
H -0.538 -1.470 0.987 0.208
H -2.815 0.080 0.623 0.138
O -2.264 5.096 -0.538 -0.943
H -2.277 4.290 -0.017 0.472
H -2.163 4.858 -1.459 0.471
```

=====

## two
Density functional theory data (ωB97M-V/def2-TZVPD) for 2 unconnected molecules or ions with the total composition C3H10OS2.

gap between HOMO and LUMO = 0.32532 Ha
E_HOMO = -8.0 eV
structure (SMILES) = CCSSC.O

The geometry in XYZ format:
```
16
Properties=species:S:1:pos:R:3:nbo_charge:R:1
C -0.123 -0.450 -2.411 -0.622
C -1.554 -0.256 -1.839 -0.595
S -1.636 -0.826 -0.169 0.111
S -1.493 0.519 1.297 0.035
C 0.125 1.591 1.216 -0.688
H 0.080 -1.472 -2.395 0.208
H 0.621 -0.108 -1.636 0.205
H 0.211 -0.112 -3.395 0.219
H -1.852 0.798 -1.938 0.228
H -2.384 -0.730 -2.495 0.235
H 0.565 1.541 2.236 0.236
H 0.680 1.009 0.469 0.219
H -0.068 2.531 0.798 0.210
O 2.093 -1.162 3.266 -0.959
H 2.341 -0.924 4.110 0.478
H 2.396 -1.948 2.885 0.482
```

=====

Which structure is most stable? one, by 0.0246 hartree over the runner-up.

=====

## one
Density functional theory data (ωB97M-V/def2-TZVPD) for 2 unconnected molecules or ions with the total composition C4H13N3O.

gap between HOMO and LUMO (alpha / beta) = 0.31319 / 0.31315 Ha
E_HOMO (alpha / beta) = -7.5 / -7.5 eV

The geometry in XYZ format:
```
21
Properties=species:S:1:pos:R:3:nbo_charge:R:1
C 0.377 -1.141 -1.241 -0.104
C 0.660 -0.355 -2.483 -0.664
N -1.062 -0.897 0.471 -0.810
H -0.719 -1.719 0.963 0.373
H -2.081 -0.864 0.446 0.374
H -0.390 -1.885 -1.440 0.179
H 1.215 -1.659 -0.793 0.194
H -0.209 0.232 -2.790 0.209
H 0.854 -1.056 -3.307 0.216
H 1.521 0.300 -2.366 0.225
C -1.110 1.562 0.425 -0.614
C -0.347 0.333 0.911 0.335
N -0.331 0.294 2.371 -0.871
O 1.955 -0.356 0.955 -0.645
N 0.901 0.305 0.201 -0.264
H 2.578 0.342 1.187 0.471
H -0.410 1.184 2.848 0.367
H 0.468 -0.229 2.718 0.379
H -2.121 1.570 0.837 0.207
H -1.161 1.574 -0.663 0.222
H -0.588 2.465 0.748 0.220
```

=====

## two
Density functional theory data (ωB97M-V/def2-TZVPD) for a single C4H13N3O molecule.

gap between HOMO and LUMO = 0.35182 Ha
E_HOMO = -8.7 eV
structure (SMILES) = NCNC[C@@H](N)CO

The geometry in XYZ format:
```
21
Properties=species:S:1:pos:R:3:nbo_charge:R:1
N 1.109 2.852 0.573 -0.837
C 1.553 1.627 -0.104 -0.054
N 1.466 0.438 0.715 -0.647
C 0.165 -0.133 0.923 -0.224
C -0.562 -0.626 -0.334 -0.106
N 0.341 -1.385 -1.210 -0.839
C -1.807 -1.397 0.054 -0.077
O -2.417 -2.026 -1.121 -0.735
H 1.690 3.028 1.383 0.354
H 0.143 2.777 0.860 0.348
H 2.570 1.787 -0.440 0.192
H 0.877 1.567 -0.962 0.158
H 2.169 -0.250 0.499 0.366
H 0.198 -0.885 1.714 0.200
H -0.452 0.660 1.359 0.187
H -0.852 0.261 -0.900 0.172
H -0.239 -2.008 -1.765 0.377
H 0.971 -1.947 -0.648 0.345
H -1.641 -2.286 0.640 0.187
H -2.553 -0.721 0.474 0.171
H -2.729 -1.333 -1.710 0.461
```

=====

Which structure is most stable? two, by 0.1571 hartree over the runner-up.